# 1
{"formula": "C16H34O3P2SV", "method": "ωB97M-V with the def2-TZVPD basis set", "elements": ["P", "P", "C", "C", "H", "H", "H", "H", "C", "H", "H", "H", "C", "H", "H", "H", "C", "H", "H", "H", "C", "H", "H", "H", "V", "C", "C", "C", "C", "C", "C", "C", "C", "C", "H", "H", "H", "H", "H", "H", "H", "H", "H", "H", "H", "H", "H", "H", "H", "C", "S", "O", "O", "O", "H", "H", "H"], "xyz": [[-0.011, -1.583, -2.407], [0.358, 1.541, -2.305], [-0.218, -0.633, -4.004], [0.512, 0.703, -3.966], [-1.302, -0.509, -4.178], [0.199, -1.267, -4.801], [1.594, 0.594, -4.175], [0.078, 1.397, -4.703], [-1.325, 2.240, -2.612], [-1.546, 2.984, -1.834], [-2.093, 1.451, -2.600], [-1.307, 2.724, -3.599], [1.366, 3.021, -2.694], [0.940, 3.512, -3.583], [2.398, 2.694, -2.894], [1.335, 3.694, -1.826], [-0.948, -3.077, -2.912], [-0.854, -3.823, -2.112], [-0.526, -3.463, -3.855], [-2.002, -2.793, -3.052], [1.694, -2.173, -2.808], [2.421, -1.347, -2.776], [1.671, -2.605, -3.819], [1.980, -2.948, -2.083], [0.148, -0.325, 2.516], [0.707, 1.656, 1.302], [-0.654, 1.559, 1.144], [-1.400, 0.656, 0.231], [-1.839, -0.775, 0.674], [-0.791, -1.775, 1.023], [0.588, -1.702, 0.818], [1.305, -0.596, 0.113], [1.768, 0.689, 0.848], [0.750, -1.910, 3.803], [1.114, 2.494, 1.882], [-1.254, 2.335, 1.640], [-0.869, 0.515, -0.724], [-2.332, 1.165, -0.062], [-2.542, -0.692, 1.526], [-2.461, -1.145, -0.162], [-1.169, -2.668, 1.536], [1.190, -2.536, 1.196], [0.690, -0.226, -0.725], [2.205, -1.022, -0.365], [2.426, 0.429, 1.706], [2.435, 1.182, 0.119], [1.585, -1.480, 4.371], [1.057, -2.843, 3.319], [-0.072, -2.111, 4.504], [-1.016, 0.897, 6.314], [-0.739, 1.329, 4.578], [-1.470, 0.268, 3.767], [-1.267, 2.661, 4.410], [0.728, 1.175, 4.305], [-1.565, 1.719, 6.790], [-0.058, 0.765, 6.826], [-1.611, -0.019, 6.377]], "forces_ev_per_angstrom": [[-0.4, -0.1, -1.3], [0.2, 0.3, -1.2], [-0.1, -0.4, 0.1], [0.1, 0.4, 0.1], [0.4, 0.1, 0.0], [-0.3, 0.2, 0.0], [-0.5, -0.1, 0.0], [0.4, -0.2, 0.0], [0.1, 0.1, 0.1], [-0.1, -0.2, -0.2], [0.2, 0.3, 0.0], [-0.2, 0.0, 0.3], [-0.2, 0.1, -0.1], [0.4, 0.1, 0.3], [-0.3, 0.3, 0.1], [0.2, 0.0, -0.3], [0.2, -0.1, -0.1], [-0.2, 0.1, -0.3], [-0.3, -0.1, 0.3], [0.3, -0.3, 0.1], [0.0, -0.1, 0.3], [-0.2, -0.3, 0.0], [0.2, 0.0, 0.3], [0.1, 0.2, -0.2], [0.9, 0.4, 2.3], [-1.1, 0.1, 0.0], [1.4, 0.9, 0.2], [-0.9, -1.1, -1.1], [-0.9, 0.8, -0.2], [1.7, -0.2, -0.1], [-1.9, -0.5, 0.5], [0.3, 0.5, -1.0], [0.5, -0.4, -0.2], [0.0, 0.4, -0.2], [-0.4, -0.4, 0.0], [0.4, -0.4, -0.1], [-0.3, 0.1, 0.7], [0.2, -0.1, 0.3], [0.3, -0.1, -0.2], [0.2, -0.1, 0.2], [0.2, 0.3, -0.2], [-0.3, 0.3, -0.2], [0.7, -0.4, 0.8], [-0.2, 0.1, 0.3], [-0.2, 0.2, -0.1], [-0.2, 0.0, 0.4], [0.0, -0.3, 0.1], [0.0, -0.1, 0.3], [0.1, -0.1, 0.0], [-0.1, 0.1, 0.1], [0.2, -0.6, 0.3], [0.6, 0.9, 0.5], [0.2, -0.3, -0.2], [-1.5, -0.2, -0.4], [0.2, -0.2, -0.3], [-0.1, 0.0, -0.3], [0.2, 0.1, -0.2]], "lowdin_charge": [0.88, 0.88, -0.43, -0.43, 0.08, 0.07, 0.08, 0.07, -0.27, 0.05, 0.04, 0.04, -0.29, 0.04, 0.04, 0.04, -0.29, 0.04, 0.04, 0.04, -0.27, 0.04, 0.04, 0.04, 0.71, -0.15, -0.13, -0.23, -0.20, -0.17, -0.20, -0.29, -0.20, -0.22, 0.13, 0.12, -0.02, 0.12, 0.12, 0.12, 0.13, 0.11, -0.07, 0.11, 0.13, 0.12, -0.02, -0.03, -0.02, -0.12, 0.49, -0.42, -0.32, -0.38, 0.06, 0.07, 0.06], "largest_force_ha_per_bohr": 0.0493, "e_above_lowest_kcal_mol": 0.00, "e_homo_ev": [-7.473, -7.620], "lumo_energy_ev": [0.44, 0.39], "homo_lumo_gap_ev": [7.92, 8.01], "s_squared": 3.77, "total_charge": 0, "multiplicity": 4}

---

# 2
{"formula": "C4H5NO", "method": "ωB97M-V with the def2-TZVPD basis set", "elements": ["C", "C", "C", "C", "N", "O", "H", "H", "H", "H", "H"], "xyz": [[-0.996, 0.187, -0.197], [-0.007, -0.757, -0.772], [1.967, -0.024, 0.330], [-1.895, 0.879, 0.414], [0.987, 0.313, -0.405], [-0.234, -1.807, -0.049], [-0.040, -0.795, -1.877], [2.166, -1.078, 0.537], [2.640, 0.739, 0.715], [-2.838, 0.413, 0.683], [-1.749, 1.931, 0.621]], "forces_ev_per_angstrom": [[-0.6, 0.3, -0.5], [-0.9, 1.3, 0.8], [-0.3, -0.2, -0.3], [0.0, -0.5, -0.1], [1.2, -0.4, -0.1], [0.4, -0.6, -0.2], [0.1, -0.1, 0.1], [-0.1, 0.1, 0.2], [0.0, 0.0, 0.0], [0.1, -0.1, 0.2], [0.1, 0.0, -0.1]], "lowdin_charge": [0.13, -0.62, -0.01, 0.08, 0.01, -0.09, 0.15, 0.08, 0.07, 0.10, 0.09], "largest_force_ha_per_bohr": 0.0351, "e_above_lowest_kcal_mol": 133.28, "e_homo_ev": [-8.776, -8.781], "lumo_energy_ev": [-0.88, -0.88], "homo_lumo_gap_ev": [7.90, 7.90], "total_charge": 0, "multiplicity": 1}

---

# 3
{"formula": "C3H5NO2", "method": "ωB97M-V with the def2-TZVPD basis set", "elements": ["O", "C", "N", "C", "C", "O", "H", "H", "H", "H", "H"], "xyz": [[1.469, 1.150, -0.666], [0.286, 1.423, -0.770], [-0.730, 0.586, -0.463], [-0.503, -0.777, 0.007], [0.617, -0.971, 0.865], [-0.882, -1.098, 1.299], [-0.055, 2.399, -1.133], [-1.677, 0.906, -0.605], [-0.779, -1.511, -0.746], [1.101, -0.196, 1.386], [1.153, -1.910, 0.825]], "forces_ev_per_angstrom": [[-0.5, 0.3, -0.2], [0.8, -0.1, 0.1], [-0.4, -0.7, 0.3], [-0.6, 1.3, -1.4], [-1.4, -1.7, 1.1], [1.8, 0.0, -0.1], [-0.1, 0.1, 0.0], [0.2, -0.1, 0.0], [0.1, -0.1, 0.0], [0.3, 1.0, 0.2], [-0.2, -0.1, 0.1]], "lowdin_charge": [0.01, -0.35, 0.09, -0.39, 0.02, -0.01, 0.13, 0.14, 0.15, 0.10, 0.11], "largest_force_ha_per_bohr": 0.0483, "e_above_lowest_kcal_mol": 46.38, "smiles": "O=CN[C@H]1CO1", "e_homo_ev": -10.144, "lumo_energy_ev": 0.85, "homo_lumo_gap_ev": 10.99, "total_charge": 0, "multiplicity": 1}

---

# 4
{"formula": "C2H7NS", "method": "ωB97M-V with the def2-TZVPD basis set", "elements": ["C", "C", "N", "H", "H", "H", "H", "H", "S", "H", "H"], "xyz": [[1.311, -1.072, 0.871], [1.106, -0.539, -0.336], [0.434, -1.270, -1.367], [1.884, -0.481, 1.577], [0.676, -1.800, 1.357], [1.312, 0.466, -0.679], [0.645, -2.246, -1.190], [0.777, -1.009, -2.283], [-2.893, 3.095, 1.042], [-2.668, 1.812, 1.276], [-2.584, 3.044, -0.269]], "forces_ev_per_angstrom": [[0.0, 1.8, 0.7], [-1.0, -1.3, -1.0], [0.5, 0.2, 0.9], [-0.1, 0.1, 0.0], [0.4, -0.8, -0.6], [0.8, 0.0, 0.4], [-0.4, 0.0, -0.4], [-0.2, -0.1, 0.1], [-0.1, 0.6, -0.2], [0.1, -0.4, -0.1], [0.0, -0.2, 0.3]], "lowdin_charge": [-0.04, -0.28, 0.00, 0.04, 0.05, 0.10, 0.07, 0.07, 0.46, -0.24, -0.22], "largest_force_ha_per_bohr": 0.0377, "e_above_lowest_kcal_mol": 24.20, "smiles": "C=CN.S", "e_homo_ev": -8.543, "lumo_energy_ev": 0.87, "homo_lumo_gap_ev": 9.42, "total_charge": 0, "multiplicity": 1}

---

# 5
{"formula": "C9H14", "method": "ωB97M-V with the def2-TZVPD basis set", "elements": ["C", "C", "C", "C", "C", "C", "C", "H", "H", "H", "H", "H", "H", "H", "H", "C", "C", "H", "H", "H", "H", "H", "H"], "xyz": [[1.894, -0.506, -1.251], [0.839, 0.557, -1.047], [1.090, 1.895, -0.718], [0.169, 2.890, -0.554], [-1.182, 2.483, -0.541], [-1.511, 1.154, -0.719], [-0.477, 0.167, -0.849], [2.227, -0.806, -2.214], [1.620, -1.453, -0.783], [2.780, -0.110, -0.751], [2.157, 2.133, -0.715], [0.481, 3.910, -0.400], [-2.034, 3.150, -0.643], [-2.435, 0.640, -0.478], [-0.847, -0.843, -0.959], [-0.374, -2.414, 1.061], [-0.842, -1.414, 2.127], [-0.640, -3.413, 1.421], [-0.804, -2.224, 0.085], [0.715, -2.365, 0.835], [-0.038, -0.945, 2.663], [-1.509, -1.903, 2.855], [-1.280, -0.583, 1.576]], "forces_ev_per_angstrom": [[0.5, 0.6, 1.5], [-1.4, -0.9, 0.9], [2.4, -0.4, -1.0], [-1.5, -0.8, 0.2], [-0.6, 0.3, -1.2], [2.1, -2.1, 1.3], [-1.3, 1.6, -1.3], [-0.2, 0.4, -1.3], [-0.1, 0.3, 0.2], [0.3, -0.4, 0.1], [-0.2, 0.3, 0.1], [-0.1, 0.1, 0.0], [0.3, 0.5, 0.7], [-0.7, 1.0, -0.5], [0.5, 0.0, -0.1], [0.9, -0.4, 0.4], [-0.1, 0.1, -0.7], [0.3, 0.0, -0.5], [-0.5, -0.4, 0.2], [-0.6, -0.2, 0.6], [0.6, -0.1, 0.4], [0.0, 0.5, -0.4], [-0.6, 0.1, 0.5]], "lowdin_charge": [-0.04, -0.25, -0.07, -0.08, -0.10, -0.08, -0.07, 0.07, 0.05, 0.08, 0.11, 0.10, 0.10, 0.10, 0.08, -0.17, -0.14, 0.06, 0.03, 0.06, 0.06, 0.07, 0.04], "largest_force_ha_per_bohr": 0.0633, "e_above_lowest_kcal_mol": 27.02, "smiles": "Cc1ccccc1.CC", "e_homo_ev": -9.107, "lumo_energy_ev": 1.05, "homo_lumo_gap_ev": 10.15, "total_charge": 0, "multiplicity": 1}

---

# 6
{"formula": "C2H9NOS", "method": "ωB97M-V with the def2-TZVPD basis set", "elements": ["N", "C", "O", "H", "H", "H", "H", "H", "C", "S", "H", "H", "H", "H"], "xyz": [[2.976, -1.325, 0.696], [2.352, -0.583, -0.350], [1.805, -1.401, -1.334], [2.821, -2.335, 0.984], [3.477, -0.905, 1.433], [3.122, 0.041, -0.851], [1.631, 0.050, -0.032], [1.121, -0.884, -1.847], [-2.955, 0.790, -0.006], [-4.159, 2.209, 0.046], [-2.166, 1.248, -0.608], [-3.436, -0.033, -0.385], [-2.460, 0.588, 0.938], [-4.129, 2.540, 1.316]], "forces_ev_per_angstrom": [[0.0, -3.4, 0.7], [2.8, -0.6, -1.2], [-1.4, -0.4, -1.2], [-0.5, 2.1, -1.4], [0.4, 1.1, 0.3], [0.0, 0.0, 0.4], [-2.5, 2.1, 1.5], [1.3, -0.9, 1.0], [1.3, 3.4, 0.9], [0.0, -0.6, -0.5], [-0.1, -0.8, -0.4], [-0.8, -1.9, -1.0], [-0.4, 0.0, 0.3], [0.1, 0.0, 0.7]], "lowdin_charge": [0.01, -0.40, -0.06, 0.11, 0.04, 0.12, 0.07, 0.12, -0.44, 0.61, 0.01, -0.02, 0.03, -0.20], "largest_force_ha_per_bohr": 0.0722, "e_above_lowest_kcal_mol": 34.17, "smiles": "NCO.CS", "e_homo_ev": -8.735, "lumo_energy_ev": 0.52, "homo_lumo_gap_ev": 9.26, "total_charge": 0, "multiplicity": 1}

---

# 7
{"formula": "C10H15AlBClF5NO", "method": "ωB97M-V with the def2-TZVPD basis set", "elements": ["C", "C", "B", "O", "C", "C", "C", "F", "C", "N", "C", "C", "C", "Cl", "C", "H", "H", "H", "H", "H", "H", "H", "H", "H", "H", "H", "H", "H", "H", "H", "F", "Al", "F", "F", "F"], "xyz": [[2.753, 0.910, -0.505], [2.117, 0.245, 0.749], [1.662, -1.224, 0.494], [2.368, -2.290, 0.967], [0.294, -1.408, -0.334], [0.311, -1.626, -1.707], [-0.885, -1.727, -2.371], [-0.919, -1.899, -3.687], [-2.064, -1.629, -1.709], [-2.073, -1.448, -0.384], [-3.368, -1.353, 0.305], [-3.845, 0.083, 0.562], [-4.323, 0.792, -0.712], [-2.599, 1.125, 1.319], [-0.925, -1.345, 0.285], [3.833, 0.749, -0.483], [2.408, 0.495, -1.467], [2.584, 1.986, -0.514], [2.870, 0.268, 1.546], [1.292, 0.867, 1.126], [1.763, -3.044, 1.011], [1.272, -1.706, -2.206], [-2.991, -1.691, -2.266], [-3.393, -1.960, 1.213], [-4.108, -1.812, -0.358], [-4.663, 0.012, 1.282], [-4.672, 1.779, -0.401], [-3.488, 0.971, -1.397], [-5.141, 0.249, -1.195], [-1.023, -1.201, 1.355], [4.924, 4.993, 2.426], [4.998, 3.374, 1.902], [6.461, 2.660, 2.408], [4.895, 3.314, 0.192], [3.675, 2.489, 2.555]], "forces_ev_per_angstrom": [[0.1, -0.2, -0.1], [0.4, -0.1, 0.0], [0.3, 1.0, 0.4], [-1.1, 0.0, 0.0], [0.8, -0.6, -0.1], [0.7, 0.1, 0.4], [0.6, 0.1, -0.7], [0.0, -0.1, 0.0], [-0.9, 0.0, -0.4], [-0.4, -0.2, -0.1], [-0.7, 0.0, 0.1], [-0.1, 0.2, -0.5], [0.2, 0.3, 0.6], [0.0, -0.3, 0.1], [-0.2, 0.2, 1.1], [-0.1, 0.1, 0.0], [-0.2, 0.1, 0.2], [0.1, -0.1, 0.0], [-0.2, 0.1, -0.1], [0.0, -0.2, -0.2], [0.6, -0.4, -0.2], [-0.2, 0.0, -0.3], [0.0, 0.0, 0.3], [0.5, 0.2, 0.0], [0.1, 0.1, 0.1], [0.1, 0.0, -0.1], [-0.1, -0.1, -0.2], [-0.2, -0.2, 0.0], [0.1, 0.0, 0.0], [0.0, 0.0, -0.1], [-0.1, -0.4, -0.1], [0.1, 0.1, 0.1], [-0.4, 0.1, -0.1], [-0.1, -0.1, 0.4], [0.3, 0.1, -0.3]], "lowdin_charge": [-0.08, -0.13, -0.43, 0.19, -0.02, 0.12, -0.22, 0.13, 0.06, -0.03, -0.13, -0.69, -0.12, 0.68, -0.01, 0.09, 0.06, 0.08, 0.11, 0.11, 0.11, 0.16, 0.16, 0.14, 0.13, 0.11, 0.08, 0.08, 0.09, 0.14, -0.20, -0.13, -0.21, -0.21, -0.21], "largest_force_ha_per_bohr": 0.0227, "e_above_lowest_kcal_mol": 0.00, "e_homo_ev": -9.944, "lumo_energy_ev": -2.64, "homo_lumo_gap_ev": 7.30, "total_charge": 0, "multiplicity": 1}

---

# 8
{"formula": "C2H2OS", "method": "ωB97M-V with the def2-TZVPD basis set", "elements": ["C", "C", "O", "S", "H", "H"], "xyz": [[-2.039, 0.382, -1.008], [1.350, -0.126, 0.332], [-2.755, 0.131, -0.142], [0.039, -1.009, -0.120], [1.268, 0.285, 1.351], [2.137, 0.338, -0.412]], "forces_ev_per_angstrom": [[-2.3, -0.3, 2.0], [-1.0, 0.8, -1.3], [1.7, 0.7, -2.3], [2.3, 0.3, 0.4], [0.8, -0.2, -0.4], [-1.5, -1.3, 1.6]], "lowdin_charge": [-0.10, -0.53, -0.02, 0.60, -0.01, 0.05], "largest_force_ha_per_bohr": 0.0607, "e_above_lowest_kcal_mol": 14.42, "e_homo_ev": [-9.054, -9.054], "lumo_energy_ev": [-0.79, -0.79], "homo_lumo_gap_ev": [8.26, 8.26], "total_charge": 0, "multiplicity": 1}